Record 1
Entry from the Open Molecules 2025 dataset: 2 unconnected molecules or ions with the total composition C24H32N7O2 (ωB97M-V/def2-TZVPD).

Computed properties:
**Charge**: +1
**HOMO-LUMO gap**: 7.41 eV
**Calculated total energy**: -1467.36383 hartree
**Lowest unoccupied orbital energy**: -2.7309 eV

XYZ file:
```
65
Properties=species:S:1:pos:R:3:forces:R:3
O 0.497 -2.793 0.800 0.0 0.0 0.4
O 4.903 -3.553 -0.881 -0.4 0.2 0.2
N -5.358 1.569 7.469 0.3 -0.2 -0.4
C 0.926 -2.960 -0.329 -1.5 0.0 0.2
C 4.209 -3.546 -1.886 0.4 0.4 1.3
C -4.625 0.670 6.852 -0.3 0.8 -0.1
C -5.387 2.670 6.632 0.2 -0.4 -0.2
C -4.662 2.425 5.507 -0.3 0.4 0.2
C 1.438 3.301 -3.075 0.1 -0.9 0.6
C -1.655 2.637 -1.124 0.0 -0.1 0.1
C -1.526 1.246 -1.102 -0.1 0.0 0.5
C -1.782 3.345 0.072 0.0 -0.4 0.1
C -1.991 -1.446 4.006 -0.3 0.8 -0.1
C -1.608 0.553 0.110 -0.1 0.3 -0.2
C -1.854 2.651 1.280 0.0 -0.1 -0.4
C -1.638 -0.780 2.828 0.0 0.0 0.1
C -2.825 -0.827 4.944 0.1 0.0 -0.1
C -2.973 1.096 3.512 0.0 0.0 0.1
C -1.826 1.242 1.315 0.0 0.4 -0.4
C -2.123 0.510 2.565 -0.2 -0.5 0.9
C -3.327 0.465 4.710 0.7 -0.5 -0.8
N 2.259 3.622 -4.036 1.3 -0.3 -1.2
N -4.158 1.137 5.625 -0.4 0.0 0.7
N 4.615 -4.197 -2.978 -0.1 -0.4 -1.3
N 1.436 2.098 -2.527 0.2 -0.7 0.0
N 2.227 -2.800 -0.590 1.7 -0.1 -1.1
N 0.624 4.224 -2.655 -1.2 1.1 0.8
C -0.038 -3.338 -1.439 0.3 -0.1 0.2
C 3.947 -4.290 -4.277 -0.1 0.0 0.4
C 2.427 1.039 -2.797 0.1 0.1 0.2
C 2.023 -0.308 -2.194 0.3 0.0 -0.2
C 3.223 -1.269 -2.254 -0.1 0.1 0.0
C 2.902 -2.734 -1.902 -0.5 0.1 0.4
H -4.415 -0.313 7.262 0.1 0.3 -0.3
H -5.912 3.597 6.844 0.1 -0.4 0.2
H -4.526 3.130 4.696 0.3 -0.6 0.0
H -1.712 3.153 -2.077 -0.1 -0.1 0.0
H -1.441 0.685 -2.028 0.0 0.1 0.1
H -1.882 4.428 0.073 0.0 -0.1 0.0
H -1.604 -2.444 4.195 -0.1 0.2 0.0
H -1.581 -0.533 0.100 0.0 0.1 0.1
H -1.971 3.225 2.195 0.0 -0.2 -0.1
H -0.976 -1.280 2.130 0.0 0.0 0.0
H -3.067 -1.366 5.853 0.0 0.1 -0.1
H -3.397 2.065 3.295 0.0 0.0 0.0
H 2.257 4.544 -4.430 0.1 0.0 -0.1
H 2.912 2.935 -4.366 0.1 0.2 -0.3
H 5.487 -4.694 -2.861 -0.1 0.1 0.1
H 0.770 1.926 -1.787 -0.1 0.0 0.1
H 2.813 -2.689 0.229 0.1 0.0 -0.1
H 0.045 4.044 -1.852 -0.1 0.2 0.1
H 0.635 5.139 -3.068 -0.1 0.1 0.1
H 0.286 -4.272 -1.896 0.0 0.0 -0.2
H -1.027 -3.486 -1.005 0.2 0.1 0.0
H -0.087 -2.549 -2.183 0.0 0.0 -0.3
H 3.014 -4.849 -4.182 0.0 0.0 -0.2
H 4.593 -4.818 -4.983 -0.1 0.1 0.2
H 3.742 -3.295 -4.675 0.0 -0.1 -0.1
H 3.384 1.343 -2.365 0.1 0.0 -0.1
H 2.557 0.908 -3.873 0.0 0.1 0.0
H 1.191 -0.715 -2.767 -0.2 0.0 0.1
H 1.720 -0.168 -1.154 -0.1 -0.1 0.0
H 3.642 -1.249 -3.262 0.1 0.0 -0.1
H 3.990 -0.904 -1.567 0.1 -0.1 0.0
H 2.257 -3.156 -2.670 -0.3 0.0 0.1
```
Positions in Å, forces in eV/Å.

***

Record 2
Entry from the Open Molecules 2025 dataset: a molecular structure, C24H33AsN4O8PRbS2 (ωB97M-V/def2-TZVPD).

Computed properties:
**Charge**: -2
**HOMO-LUMO gap**: 6.59 eV
**Calculated total energy**: -5152.95229 hartree
**Lowest unoccupied orbital energy**: 3.7087 eV
**Relative energy (zero: lowest compared OMol25 entry of this formula, charge and spin)**: 1.254 eV

XYZ file:
```
74
Properties=species:S:1:pos:R:3:forces:R:3
Rb -0.829 -1.544 -0.261 2.0 -1.1 -1.8
O -2.939 -3.475 1.780 0.0 -0.4 0.0
C -3.041 -2.263 1.545 -1.3 -0.5 0.5
O -2.150 -1.404 1.744 -0.3 0.8 1.0
C -4.432 -1.748 1.084 0.3 -0.3 0.3
C -4.803 -0.431 1.786 -0.4 -0.4 0.6
C -6.328 -0.199 1.634 0.1 0.1 0.2
C -6.399 0.287 0.174 0.1 0.1 -0.1
C -4.915 0.176 -0.230 -0.5 0.0 -0.7
O -4.252 0.569 0.958 0.3 0.4 0.0
C -4.548 -1.304 -0.393 0.5 0.3 -0.4
C -3.256 -1.492 -1.245 -1.7 0.0 -0.5
O -2.890 -2.655 -1.460 -0.3 -0.8 0.0
O -2.696 -0.462 -1.666 -0.3 0.8 -0.4
H -5.148 -2.545 1.307 0.1 0.1 0.0
H -4.424 -0.329 2.803 0.0 0.0 -0.1
H -6.914 -1.102 1.804 0.1 -0.1 0.1
H -6.674 0.569 2.328 0.0 0.0 0.0
H -7.042 -0.329 -0.452 -0.1 0.0 -0.1
H -6.735 1.325 0.116 0.0 0.0 0.0
H -4.599 0.792 -1.071 0.0 0.0 0.1
H -5.339 -1.864 -0.899 0.0 0.0 0.0
C 1.821 -1.004 4.102 -0.2 -0.1 -0.3
As 0.294 -1.197 2.834 0.4 -0.2 2.9
C -0.133 -3.072 3.175 -0.2 0.1 -0.1
C -0.873 0.196 3.562 0.0 -0.2 -0.2
O 0.910 -0.923 1.371 1.1 0.6 -0.7
H 1.497 -1.037 5.142 -0.1 0.0 0.1
H 2.331 -0.059 3.913 -0.1 0.0 -0.1
H 2.537 -1.807 3.924 -0.1 0.0 0.0
H 0.046 -3.337 4.219 0.1 0.1 0.0
H 0.542 -3.640 2.525 0.0 0.2 0.2
H -1.156 -3.311 2.885 0.0 0.1 0.0
H -0.262 1.007 3.968 0.1 -0.2 -0.1
H -1.510 -0.220 4.341 0.0 -0.1 0.0
H -1.501 0.554 2.751 0.0 0.0 0.0
C -0.618 4.224 -1.943 0.0 0.3 0.0
N -1.226 3.362 -2.942 -0.2 0.2 -0.1
C -0.322 3.246 -4.076 0.0 0.2 -0.2
N 1.018 2.806 -3.731 0.1 0.2 -0.3
C 1.554 3.691 -2.713 0.1 0.2 -0.1
N 0.713 3.810 -1.531 0.1 0.3 0.1
C 0.669 2.548 -0.801 0.0 -0.4 0.1
P -0.039 1.102 -1.767 0.4 0.8 -0.4
C -1.523 2.049 -2.386 -0.1 -0.4 0.2
C 1.021 1.420 -3.284 0.0 -0.3 0.2
H -1.268 4.259 -1.063 0.0 0.0 -0.1
H -0.542 5.235 -2.370 0.0 -0.1 0.1
H -0.243 4.236 -4.548 0.0 -0.1 0.0
H -0.752 2.541 -4.794 0.0 0.1 0.0
H 1.656 4.691 -3.158 0.0 -0.1 0.1
H 2.540 3.331 -2.411 0.0 0.0 0.0
H 0.064 2.686 0.104 0.1 -0.1 0.0
H 1.686 2.289 -0.493 -0.1 0.0 0.1
H -2.217 2.154 -1.548 -0.1 -0.1 -0.1
H -2.018 1.434 -3.141 -0.1 0.0 0.1
H 0.659 0.787 -4.102 0.1 0.0 0.1
H 2.050 1.117 -3.064 -0.1 -0.1 -0.1
O 8.191 -0.234 -1.981 -0.3 -0.2 0.1
S 6.947 0.129 -1.329 0.6 0.1 0.2
O 7.013 1.383 -0.609 -0.3 -0.2 0.1
N 5.687 0.059 -2.353 0.8 0.4 0.3
C 4.846 -0.889 -2.012 -0.6 -0.1 -0.7
S 3.532 -1.338 -2.928 -0.5 -0.1 -0.2
C 5.179 -1.621 -0.768 0.4 -0.3 0.7
C 4.461 -2.623 -0.129 0.0 0.1 -0.1
C 5.006 -3.204 1.003 0.0 -0.1 0.1
C 6.241 -2.800 1.495 0.1 0.1 0.0
C 6.947 -1.777 0.873 0.2 0.0 0.2
C 6.395 -1.205 -0.246 -0.4 0.4 -0.7
H 3.494 -2.931 -0.500 0.0 0.1 -0.1
H 4.458 -3.984 1.516 0.0 0.0 0.0
H 6.648 -3.275 2.377 0.0 0.0 0.1
H 7.898 -1.431 1.255 0.1 0.0 0.1
```
Positions in Å, forces in eV/Å.

***

Record 3
Entry from the Open Molecules 2025 dataset: a molecular structure, C24H33BiFN3O3S6 (ωB97M-V/def2-TZVPD).

Computed properties:
**Charge**: -2
**HOMO-LUMO gap**: 6.90 eV
**Calculated total energy**: -4028.13490 hartree
**Lowest unoccupied orbital energy**: 4.4874 eV
**Relative energy (zero: lowest compared OMol25 entry of this formula, charge and spin)**: 0.123 eV

XYZ file:
```
71
Properties=species:S:1:pos:R:3:forces:R:3
Bi 0.736 -0.023 0.348 0.1 -0.1 0.0
C -2.894 2.774 -1.650 0.0 0.0 0.0
C -2.159 1.800 -0.726 0.0 0.0 0.0
C -2.127 2.338 0.706 0.0 0.0 0.0
C -2.756 0.408 -0.782 0.0 0.0 0.0
C -4.104 0.223 -0.483 0.0 0.0 0.0
C -4.678 -1.034 -0.535 0.0 0.0 0.0
C -3.898 -2.131 -0.869 0.0 0.0 0.0
C -2.545 -1.993 -1.147 0.0 0.0 0.0
C -1.698 -3.208 -1.475 0.0 0.0 0.0
C -1.850 -3.593 -2.950 0.0 0.0 0.0
C -2.008 -4.406 -0.578 0.0 0.0 0.0
C -1.974 -0.706 -1.118 0.0 0.0 0.1
N -0.591 -0.559 -1.404 0.0 -0.1 -0.1
C -0.252 -0.379 -2.724 0.0 0.0 0.0
C -1.168 -0.068 -3.742 0.0 0.0 0.0
C -0.763 0.108 -5.060 0.0 0.0 0.0
C 0.570 -0.005 -5.418 0.0 0.0 0.0
C 1.504 -0.317 -4.432 0.0 0.0 0.0
C 1.083 -0.508 -3.141 0.0 0.0 0.0
F 1.995 -0.854 -2.209 0.0 0.0 0.0
H -2.405 3.751 -1.628 0.0 0.0 0.0
H -3.933 2.910 -1.339 0.0 0.0 0.0
H -2.889 2.416 -2.681 0.0 0.0 0.0
H -1.131 1.737 -1.091 0.0 0.0 0.0
H -3.143 2.504 1.079 0.0 0.0 0.0
H -1.585 3.285 0.749 0.0 0.0 0.0
H -1.638 1.648 1.398 0.0 0.0 0.0
H -4.709 1.080 -0.206 0.0 0.0 0.0
H -5.729 -1.163 -0.300 0.0 0.0 0.0
H -4.345 -3.119 -0.884 0.0 0.0 0.0
H -0.659 -2.923 -1.301 0.0 0.0 0.0
H -2.887 -3.867 -3.168 0.0 0.0 0.0
H -1.216 -4.452 -3.185 0.0 0.0 0.0
H -1.569 -2.770 -3.609 0.0 0.0 0.0
H -2.996 -4.826 -0.792 0.0 0.0 0.0
H -1.965 -4.130 0.475 0.0 0.0 0.0
H -1.271 -5.194 -0.749 0.0 0.0 0.0
H -2.215 0.025 -3.484 0.0 0.0 0.0
H -1.509 0.346 -5.810 0.0 0.0 0.0
H 0.888 0.149 -6.441 0.0 0.0 0.0
H 2.561 -0.408 -4.642 0.0 0.0 0.0
S 0.882 -4.292 2.567 0.0 0.0 -0.1
C 0.595 -2.903 1.687 0.1 0.0 0.1
S 1.771 -2.403 0.492 0.0 0.0 0.0
S -0.763 -1.879 1.923 0.0 0.0 0.0
C 4.146 -0.511 4.559 0.0 0.0 0.0
C 3.234 -0.791 3.370 -0.1 0.0 0.1
N 1.912 -0.196 3.539 0.0 0.0 -0.1
C 1.606 1.119 3.502 0.0 0.1 0.0
S 0.087 1.639 4.038 0.0 0.0 0.0
N 2.551 1.947 3.008 -0.1 -0.1 -0.1
C 2.320 3.376 2.829 0.0 0.0 0.0
C 2.612 4.161 4.100 0.0 0.0 0.0
H 5.121 -0.977 4.399 0.0 0.0 0.0
H 3.716 -0.914 5.478 0.0 0.0 0.0
H 4.297 0.561 4.691 0.0 0.0 0.0
H 3.069 -1.862 3.257 0.0 0.0 0.0
H 3.685 -0.457 2.436 0.0 0.0 -0.1
H 1.141 -0.797 3.793 0.0 0.0 0.0
H 3.185 1.536 2.326 0.0 0.0 0.0
H 1.287 3.536 2.517 0.0 0.0 0.0
H 2.971 3.684 2.013 0.0 0.0 0.0
H 1.951 3.840 4.905 0.0 0.0 0.0
H 2.454 5.229 3.927 0.0 0.0 0.0
H 3.647 4.013 4.414 0.0 0.0 0.0
O 3.163 0.512 0.374 0.0 0.0 0.0
S 3.450 1.689 -0.534 -0.1 -0.1 0.0
O 3.988 2.786 0.261 0.1 0.0 0.0
O 4.274 1.304 -1.658 0.0 0.0 0.0
S 1.567 2.184 -1.212 0.1 0.1 0.0
```
Positions in Å, forces in eV/Å.

***

Number 1: HOMO energy -0.37262 Ha. Number 2: HOMO energy -0.10591 Ha. Number 3: HOMO energy -0.08879 Ha.